#w
# C6H13N2

2 unconnected molecules or ions with the total composition C6H13N2 (the ωB97M-V functional and the def2-TZVPD basis, the OMol25 dataset).

## Properties
Molar mass, g/mol: 113.18
Kohn-Sham gap, eV: 9.44

```
! RIJCOSX wB97M-V def2-TZVPD def2/J DEFGRID3
* xyz 1 1
C -1.023 -0.900 -1.606
C -1.411 0.061 -2.441
C -2.707 -1.632 -0.233
N -1.838 -1.922 -1.103
H 0.030 -1.057 -1.375
H -2.433 0.122 -2.793
H -0.719 0.812 -2.800
H -3.321 -2.426 0.179
H -2.883 -0.605 0.104
C 2.595 0.410 2.815
C 1.949 1.214 1.733
C 1.260 0.654 0.759
N 0.647 1.447 -0.326
H 2.424 -0.658 2.704
H 3.667 0.605 2.818
H 2.177 0.733 3.770
H 2.009 2.295 1.817
H 1.120 -0.408 0.626
H 0.601 2.447 -0.110
H 1.169 1.395 -1.205
H -0.321 1.132 -0.497
*
```


#x
# C6H13N2

2 unconnected molecules or ions with the total composition C6H13N2 (the ωB97M-V functional and the def2-TZVPD basis, the OMol25 dataset).

## Properties
Molar mass, g/mol: 113.18
Kohn-Sham gap, eV: 8.71

```
! RIJCOSX wB97M-V def2-TZVPD def2/J DEFGRID3
* xyz 1 1
C 1.647 1.555 -0.274
C 1.863 1.029 1.168
C -1.645 0.314 0.646
C -1.602 1.176 -0.503
C 1.246 0.315 -0.063
C 0.974 -2.142 -0.016
N -2.328 -0.074 -0.582
N 0.794 -0.924 -0.596
H -2.070 2.281 -0.599
H 2.083 2.307 -0.981
H 2.788 0.656 1.347
H 1.275 1.399 2.059
H -0.785 -0.375 0.928
H -2.442 0.703 1.369
H -0.603 1.108 -0.967
H -0.025 -2.717 -0.075
H 1.804 -2.621 -0.515
H 1.205 -2.122 1.124
H -1.859 -0.782 -1.163
H -3.353 -0.153 -0.679
H 1.034 -0.932 -1.627
*
```


Relative energies, unit kJ/mol: #w 0.0; #x 305.7


#w
# C3H10NO

2 unconnected molecules or ions with the total composition C3H10NO (the ωB97M-V functional and the def2-TZVPD basis, the OMol25 dataset).

## Properties
Molar mass, g/mol: 76.12
Kohn-Sham gap (alpha / beta), eV: 10.58 / 7.99

```
! RIJCOSX wB97M-V def2-TZVPD def2/J DEFGRID3
* xyz 0 2
C 0.590 2.952 -0.235
H -0.364 3.056 -0.833
H 0.620 1.926 0.042
H 0.578 3.627 0.658
H 1.416 3.224 -0.957
C -0.826 -0.566 0.444
O -1.092 0.595 -0.301
C 0.071 -1.532 -0.407
N 0.304 -2.880 0.260
H -0.164 -0.290 1.303
H -1.733 -1.089 0.758
H -0.467 -1.621 -1.411
H 1.043 -1.033 -0.637
H 0.462 -2.790 1.241
H -0.437 -3.579 0.073
*
```


#x
# C3H10NO

2 unconnected molecules or ions with the total composition C3H10NO (the ωB97M-V functional and the def2-TZVPD basis, the OMol25 dataset).

## Properties
Molar mass, g/mol: 76.12
Kohn-Sham gap (alpha / beta), eV: 9.71 / 6.68

```
! RIJCOSX wB97M-V def2-TZVPD def2/J DEFGRID3
* xyz 0 2
C -2.451 0.469 0.758
O -1.844 -0.741 0.454
H -2.950 0.887 -0.113
H -1.713 1.147 1.195
H -3.146 0.212 1.565
C 2.659 -0.107 -0.080
C 1.336 0.613 -0.415
N 0.279 -0.303 -0.812
H 2.621 -0.520 0.923
H 3.559 0.508 -0.110
H 2.855 -0.892 -0.816
H 1.468 1.391 -1.166
H 1.067 1.087 0.536
H -0.516 -0.588 -0.165
H 0.760 -1.094 -1.215
*
```


#y
# C3H10NO

2 unconnected molecules or ions with the total composition C3H10NO (the ωB97M-V functional and the def2-TZVPD basis, the OMol25 dataset).

## Properties
Molar mass, g/mol: 76.12
Kohn-Sham gap (alpha / beta), eV: 6.88 / 11.19

```
! RIJCOSX wB97M-V def2-TZVPD def2/J DEFGRID3
* xyz 0 2
C -2.829 2.074 1.482
N -2.530 1.729 2.763
H -2.741 1.269 0.748
H -3.302 3.000 1.194
H -2.795 2.361 3.498
H -2.364 0.766 2.983
C 2.064 -0.865 -1.688
O 1.982 -0.585 -0.306
C 1.297 -2.105 -2.164
H 1.799 -0.030 -2.345
H 3.084 -1.205 -1.885
H 1.220 -1.066 0.009
H 1.533 -2.941 -1.487
H 0.217 -2.081 -2.380
H 1.811 -2.496 -3.044
*
```


#z
# C3H10NO

3 unconnected molecules or ions with the total composition C3H10NO (the ωB97M-V functional and the def2-TZVPD basis, the OMol25 dataset).

## Properties
Molar mass, g/mol: 76.12
Kohn-Sham gap (alpha / beta), eV: 9.67 / 7.63

```
! RIJCOSX wB97M-V def2-TZVPD def2/J DEFGRID3
* xyz 0 2
C -1.475 0.954 0.609
C -1.967 0.324 -0.574
C -3.070 -0.452 -0.844
O 1.143 -0.697 0.899
N 3.813 0.200 -0.225
H -2.278 1.001 1.393
H -0.955 1.917 0.549
H -1.324 0.282 -1.458
H -2.962 -0.878 -1.833
H -3.834 -0.827 -0.196
H 0.213 -0.442 0.827
H 1.182 -1.520 1.398
H 2.865 -0.036 0.023
H 4.159 -0.303 -1.021
H 4.491 0.478 0.454
*
```


Relative energies, unit kJ/mol: #w 40.0; #x 68.7; #y 0.0; #z 19.0


#w
# C29H37BrN4O8PPtS2Te

A molecular structure, C29H37BrN4O8PPtS2Te (the ωB97M-V functional and the def2-TZVPD basis, the OMol25 dataset).

## Properties
Molar mass, g/mol: 1067.33
Kohn-Sham gap, eV: 6.98

```
! RIJCOSX wB97M-V def2-TZVPD def2/J DEFGRID3
* xyz -1 1
Pt 1.038 -0.332 1.533
C -5.383 -0.559 3.941
C -3.890 -0.643 4.122
C -3.151 -1.657 3.522
C -1.777 -1.732 3.691
C -1.126 -0.785 4.465
C -1.845 0.236 5.071
C -3.219 0.299 4.899
S 0.649 -0.861 4.650
O 1.029 0.504 4.929
O 0.936 -1.875 5.636
N 1.204 -1.333 3.245
C 1.695 -2.696 3.066
C 2.187 -2.889 1.638
O 2.563 -3.987 1.258
O 2.196 -1.827 0.883
H -5.711 -1.168 3.099
H -5.702 0.469 3.765
H -5.905 -0.915 4.832
H -3.649 -2.386 2.892
H -1.207 -2.503 3.187
H -1.318 0.983 5.650
H -3.780 1.104 5.362
H 0.928 -3.453 3.252
H 2.530 -2.917 3.733
C 3.829 -2.735 -1.794
C 3.101 -4.051 -2.038
C 1.635 -3.848 -2.414
N 0.768 -3.728 -1.249
C -0.137 -2.804 -0.986
S -1.161 -2.852 0.327
N -0.182 -1.693 -1.866
C -0.683 -1.757 -3.127
O -0.928 -2.807 -3.699
C -0.882 -0.429 -3.801
C -0.792 -0.396 -5.189
C -0.954 0.799 -5.870
C -1.224 1.967 -5.167
C -1.333 1.933 -3.786
C -1.160 0.739 -3.101
H 4.858 -2.907 -1.478
H 3.332 -2.165 -1.009
H 3.853 -2.135 -2.710
H 3.163 -4.668 -1.139
H 3.582 -4.605 -2.849
H 1.262 -4.681 -3.015
H 1.521 -2.951 -3.016
H 0.870 -4.431 -0.529
H -0.021 -0.797 -1.407
H -0.596 -1.321 -5.714
H -0.869 0.822 -6.949
H -1.349 2.903 -5.697
H -1.540 2.839 -3.230
H -1.243 0.737 -2.022
Br -0.235 4.768 3.911
C -0.809 3.222 2.992
C -2.116 3.108 2.561
C -2.482 1.958 1.880
C -1.534 0.981 1.655
N -0.272 1.113 2.086
C 0.101 2.209 2.749
H -2.828 3.899 2.754
H -3.492 1.813 1.526
H -1.757 0.061 1.130
H 1.128 2.258 3.074
C 3.609 1.432 -3.814
C 2.705 0.795 -2.788
O 1.752 1.777 -2.336
P 1.455 1.859 -0.763
O 0.864 0.505 -0.369
Te 3.261 2.653 0.488
O 0.190 2.846 -0.779
C 0.337 4.224 -1.146
C -0.895 4.962 -0.677
H 4.311 0.693 -4.203
H 4.172 2.246 -3.358
H 3.023 1.829 -4.645
H 3.281 0.417 -1.939
H 2.132 -0.036 -3.207
H 0.455 4.283 -2.232
H 1.240 4.622 -0.678
H -1.798 4.525 -1.107
H -0.840 6.010 -0.974
H -0.972 4.913 0.410
*
```


#x
# C29H37BrN4O8PPtS2Te

A molecular structure, C29H37BrN4O8PPtS2Te (the ωB97M-V functional and the def2-TZVPD basis, the OMol25 dataset).

## Properties
Molar mass, g/mol: 1067.33
Kohn-Sham gap, eV: 6.17

```
! RIJCOSX wB97M-V def2-TZVPD def2/J DEFGRID3
* xyz -1 1
Pt 1.606 -0.473 0.155
C 0.856 -8.341 -3.167
C 1.288 -6.916 -2.952
C 0.337 -5.908 -2.785
C 0.720 -4.600 -2.555
C 2.071 -4.283 -2.494
C 3.031 -5.265 -2.659
C 2.634 -6.577 -2.889
S 2.529 -2.592 -2.182
O 3.975 -2.538 -2.311
O 1.766 -1.773 -3.095
N 2.006 -2.347 -0.709
C 2.619 -3.194 0.311
C 2.167 -2.791 1.709
O 2.324 -3.548 2.647
O 1.633 -1.605 1.821
H 0.032 -8.402 -3.879
H 0.513 -8.786 -2.230
H 1.678 -8.950 -3.544
H -0.717 -6.156 -2.834
H -0.016 -3.817 -2.418
H 4.076 -4.992 -2.607
H 3.386 -7.348 -3.019
H 3.715 -3.124 0.299
H 2.356 -4.247 0.178
C 1.940 5.732 -1.559
C 2.703 4.415 -1.463
C 3.026 3.997 -0.037
N 1.809 3.835 0.742
C 1.409 2.740 1.349
S 2.381 1.311 1.438
N 0.218 2.797 2.021
C -0.721 3.816 1.964
O -0.532 4.878 1.395
C -1.950 3.547 2.758
C -3.184 3.815 2.180
C -4.342 3.532 2.884
C -4.266 3.005 4.167
C -3.031 2.758 4.749
C -1.870 3.019 4.039
H 1.806 6.027 -2.600
H 2.478 6.536 -1.049
H 0.944 5.657 -1.118
H 3.649 4.491 -2.008
H 2.132 3.617 -1.938
H 3.645 4.756 0.452
H 3.564 3.052 -0.012
H 1.135 4.603 0.775
H -0.159 1.893 2.290
H -3.218 4.187 1.165
H -5.306 3.705 2.425
H -5.175 2.779 4.712
H -2.972 2.345 5.748
H -0.902 2.803 4.476
Br -0.809 2.672 -4.052
C 0.733 1.850 -3.339
C 1.928 1.875 -4.035
C 3.036 1.307 -3.430
C 2.895 0.707 -2.195
N 1.720 0.650 -1.560
C 0.649 1.241 -2.100
H 1.987 2.334 -5.012
H 3.999 1.292 -3.920
H 3.717 0.198 -1.711
H -0.269 1.219 -1.528
C -2.268 -1.392 3.601
C -1.244 -0.459 3.000
O -1.874 0.596 2.253
P -2.147 0.666 0.643
O -1.624 1.960 0.126
Te -1.366 -1.310 -0.367
O -3.756 0.795 0.626
C -4.577 -0.217 1.197
C -5.993 -0.003 0.712
H -1.759 -2.138 4.213
H -2.807 -1.915 2.811
H -2.982 -0.847 4.224
H -0.544 -1.002 2.368
H -0.666 0.041 3.783
H -4.520 -0.148 2.287
H -4.205 -1.201 0.892
H -6.341 0.996 0.981
H -6.662 -0.737 1.164
H -6.043 -0.105 -0.372
*
```


Relative energies, unit kJ/mol: #w 0.0; #x 69.6


#w
# C9H15N3O6

C9H15N3O6 in the gas phase (the ωB97M-V functional and the def2-TZVPD basis, the OMol25 dataset).

## Properties
SMILES string: NC(=O)C[C@H](N)C(=O)N[C@@H](CCC(=O)O)C(=O)O
Molar mass, g/mol: 261.23
Kohn-Sham gap, eV: 9.77

```
! RIJCOSX wB97M-V def2-TZVPD def2/J DEFGRID3
* xyz 0 1
C -2.392 1.023 0.036
C -0.960 0.295 0.061
C -3.269 -0.016 -0.759
C -4.500 -0.531 0.069
C 1.369 0.136 -0.426
C 0.967 -1.239 -0.813
C 2.161 -0.119 1.017
C 3.591 -0.514 0.810
C 4.446 0.285 -0.046
H -3.227 2.526 -0.977
H -1.790 2.879 0.011
H -2.566 1.260 1.268
H -2.510 -0.649 -1.216
H -3.584 0.455 -1.731
H -3.183 -1.091 1.278
H -4.762 -1.472 1.807
H 0.265 1.837 -0.982
H 1.989 0.767 -0.982
H 2.346 0.830 1.385
H 1.633 -0.712 1.629
H 3.622 -1.563 0.345
H 3.967 -0.468 1.852
H 6.297 0.450 -0.471
H 1.315 -3.076 -1.234
N -2.216 2.276 -0.707
N -4.236 -0.632 1.440
N 0.279 1.084 -0.265
O -0.955 -0.984 0.539
O -5.728 -0.523 -0.291
O -0.003 -1.493 -1.536
O 4.145 1.296 -0.641
O 5.729 -0.098 0.406
O 1.761 -2.219 -0.877
*
```


#x
# C9H15N3O6

C9H15N3O6 in the gas phase (the ωB97M-V functional and the def2-TZVPD basis, the OMol25 dataset).

## Properties
SMILES string: NC(=O)C[C@H](NC(=O)[C@@H](N)CCC(=O)O)C(=O)O
Molar mass, g/mol: 261.23
Kohn-Sham gap, eV: 10.19

```
! RIJCOSX wB97M-V def2-TZVPD def2/J DEFGRID3
* xyz 0 1
C -1.584 1.189 -0.047
C -0.209 1.134 -0.647
C -2.405 0.348 -1.023
C -3.801 -0.101 -0.498
C -3.887 -0.937 0.664
C 1.854 -0.211 -0.943
C 2.163 -1.716 -0.735
C 2.838 0.720 -0.412
C 3.244 0.484 1.067
H -2.036 3.043 -0.685
H -1.714 2.827 0.912
H -1.484 0.547 0.934
H -2.753 1.126 -1.847
H -1.748 -0.521 -1.531
H -4.385 0.863 -0.146
H -4.413 -0.669 -1.209
H -5.669 -0.323 0.588
H 0.139 -0.732 0.151
H 1.714 -0.039 -2.053
H 3.836 0.442 -0.815
H 2.537 1.779 -0.763
H 4.245 1.452 2.657
H 4.071 2.434 1.144
H 3.637 -2.849 -0.893
N -2.177 2.452 0.118
N 0.613 0.139 -0.256
N 3.853 1.572 1.706
O 0.107 2.112 -1.363
O -3.024 -1.565 1.191
O -5.219 -1.091 1.028
O 1.314 -2.581 -0.758
O 3.064 -0.555 1.628
O 3.599 -1.818 -0.722
*
```


Relative energies, unit kJ/mol: #w 504.9; #x 0.0


#w
# C9H15N3O6

C9H15N3O6 in the gas phase (the ωB97M-V functional and the def2-TZVPD basis, the OMol25 dataset).

## Properties
SMILES string: NC(=O)C[C@H](N)C(=O)N[C@@H](CCC(=O)O)C(=O)O
Molar mass, g/mol: 261.23
Kohn-Sham gap, eV: 10.06

```
! RIJCOSX wB97M-V def2-TZVPD def2/J DEFGRID3
* xyz 0 1
C -2.217 -1.541 0.167
C -0.993 -1.537 -0.547
C -3.004 -0.328 -0.282
C -2.390 0.974 -0.078
C 1.416 -1.077 -0.462
C 2.539 -0.867 0.551
C 1.262 -0.003 -1.586
C 1.809 1.380 -1.160
C 1.132 1.871 0.244
H -3.007 -1.453 2.007
H -1.577 -2.286 1.828
H -2.715 -2.437 0.019
H -3.945 -0.218 0.324
H -3.451 -0.463 -1.366
H -1.567 2.225 1.341
H -2.614 0.879 1.879
H -0.106 -0.585 1.000
H 1.551 -2.021 -0.935
H 0.165 0.166 -1.825
H 1.732 -0.383 -2.671
H 2.913 1.254 -1.062
H 1.743 2.139 -1.904
H -0.667 2.116 -0.751
H 4.437 -0.655 0.392
N -2.043 -1.444 1.607
N -2.284 1.467 1.146
N 0.159 -1.251 0.175
O -0.920 -1.888 -1.726
O -1.899 1.545 -1.129
O 2.533 -1.017 1.723
O 1.484 1.620 1.390
O 0.001 2.637 -0.046
O 3.672 -0.762 -0.194
*
```


#x
# C9H15N3O6

A molecular structure, C9H15N3O6 (the ωB97M-V functional and the def2-TZVPD basis, the OMol25 dataset).

## Properties
Molar mass, g/mol: 261.23
Kohn-Sham gap, eV: 9.55

```
! RIJCOSX wB97M-V def2-TZVPD def2/J DEFGRID3
* xyz 0 1
C 2.515 1.515 -0.218
C 1.079 1.107 0.579
C 3.465 0.286 -0.030
C 3.004 -0.478 -1.262
C -0.784 -0.370 0.884
C -0.285 -1.693 1.323
C -2.122 -0.483 0.046
C -2.963 0.749 -0.021
C -4.295 0.340 -0.685
H 2.239 3.548 0.118
H 2.598 2.785 1.780
H 2.334 1.616 -1.440
H 3.349 -0.171 1.102
H 4.647 0.700 0.064
H 3.559 -2.187 -1.944
H 0.397 -0.178 -0.824
H -1.021 0.258 1.817
H -1.611 -0.514 -1.018
H -2.456 -1.573 0.454
H -3.057 1.264 0.987
H -2.558 1.463 -0.767
H -4.765 2.213 0.047
H -6.122 1.375 -1.013
H 0.701 -3.207 0.231
N 2.948 2.773 0.524
N 0.177 0.288 0.039
N -5.051 1.514 -0.737
O 0.967 1.557 1.806
O 2.052 -0.240 -2.038
O 3.776 -1.594 -1.287
O -0.705 -2.382 2.266
O -4.475 -0.767 -1.205
O 0.579 -2.229 0.200
*
```


Relative energies, unit kJ/mol: #w 0.0; #x 363.5